(1)
The following is a quantum chemistry calculation of a 8-piece molecular cluster, C8H32O8 overall in a non-equilibrium geometry, from the Open Molecules 2025 dataset.

Each line ends with the Löwdin charge.
Atoms and positions in Å:
C -2.93673 -4.71394 4.44962  -0.221
O -3.14739 -5.83617 3.67501  -0.111
H -2.00214 -4.95820 4.96452  0.081
H -2.80489 -3.73822 3.98371  0.063
H -3.70775 -4.46917 5.24310  0.089
H -3.88693 -5.66219 3.04905  0.099
C 2.41481 -3.20331 0.89511  -0.124
O 1.85223 -3.00927 -0.40909  -0.172
H 3.45630 -3.58231 0.73604  0.095
H 2.52104 -2.23786 1.34535  0.065
H 1.84220 -3.87726 1.54955  0.084
H 0.95740 -2.59712 -0.42754  0.062
C 0.52571 4.55857 -3.08904  -0.174
O -0.07695 3.52518 -2.42496  -0.158
H -0.17371 5.38463 -2.91401  0.084
H 1.52252 4.82124 -2.63554  0.095
H 0.65278 4.31274 -4.15157  0.083
H 0.37858 2.64838 -2.49068  0.064
C -1.75645 -1.89098 0.29288  -0.121
O -0.36995 -1.57367 0.43282  -0.159
H -2.24953 -1.62506 -0.60050  0.065
H -1.76308 -2.99037 0.41354  0.087
H -2.29658 -1.62471 1.22083  0.077
H -0.19977 -0.62261 0.24457  0.063
C 0.07442 0.22303 -3.21594  -0.111
O 0.60056 0.94753 -2.09296  -0.140
H 0.85897 0.02132 -3.91725  0.080
H -0.57142 -0.58851 -3.01309  0.060
H -0.64018 0.91619 -3.70827  0.090
H 1.36084 0.41748 -1.81201  0.048
C -0.56414 1.06302 2.18030  -0.136
O -0.41116 1.23577 0.76950  -0.121
H 0.39284 0.93460 2.74256  0.088
H -1.29244 1.77601 2.69040  0.106
H -1.03171 0.07478 2.32703  0.052
H -0.91725 1.98188 0.56484  0.000
C 4.21075 -0.39122 -1.08601  -0.159
O 2.87624 -0.67962 -1.30429  -0.154
H 4.30307 0.22139 -0.18392  0.080
H 4.84581 -1.27477 -0.95435  0.084
H 4.52525 0.17694 -1.95384  0.077
H 2.42867 -1.53867 -1.16128  0.052
C -1.73844 4.86031 0.17073  -0.154
O -1.67978 3.52159 -0.18305  -0.135
H -0.83887 5.31365 -0.15682  0.067
H -2.56211 5.40152 -0.25269  0.075
H -1.74681 4.94029 1.24203  0.078
H -1.23481 3.40719 -1.04437  0.054

Summary:
largest force on an atom: 3.44 eV/A
SMILES: CO.CO.CO.CO.CO.CO.CO.CO
E_LUMO: 0.0226 hartree

***

(2)
The following is a quantum chemistry calculation of a 8-piece molecular cluster, C8H33NO8 overall in a non-equilibrium geometry, from the Open Molecules 2025 dataset.

Each line ends with the Löwdin charge.
Atoms and positions in Å:
O 10.83291 -19.64238 13.73164  0.364
H 10.16054 -18.97529 13.88819  0.174
H 11.68396 -19.20019 13.68948  0.174
H 10.74502 -20.29073 14.43414  0.156
O 6.08889 -20.03608 16.34646  0.385
H 5.79100 -19.86852 17.24356  0.189
H 6.76361 -20.71887 16.33362  0.185
H 6.52094 -19.24477 16.01667  0.172
C 7.38581 -13.99583 16.72263  -0.152
C 8.02071 -14.68609 15.54802  -0.582
O 7.92815 -16.07374 15.35638  -0.481
H 7.38251 -12.91657 16.57002  0.057
H 7.85057 -14.31461 17.65563  0.057
H 6.31546 -14.19379 16.77962  0.050
H 9.07976 -14.45694 15.66636  0.064
H 7.73014 -14.16592 14.63527  0.069
C 12.39677 -23.62791 17.22939  -0.139
C 10.93490 -23.96417 16.88010  -0.556
O 10.11072 -22.92429 16.41701  -0.469
H 12.94418 -23.17660 16.40189  0.045
H 12.91839 -24.54202 17.51295  0.050
H 12.47047 -22.96793 18.09374  0.049
H 10.40197 -24.42744 17.71044  0.069
H 10.96254 -24.82568 16.21292  0.063
C 16.83723 -17.34184 11.89319  -0.074
C 15.68907 -17.93111 12.72913  -0.436
C 15.78586 -17.37478 14.16112  -0.212
O 14.78558 -18.00657 14.94377  -0.196
C 14.48863 -17.30858 16.17627  -0.098
N 14.40834 -17.63276 12.13043  0.028
H 16.86346 -16.29232 11.60005  0.079
H 16.88383 -17.73648 10.87822  0.070
H 17.79885 -17.59566 12.33924  0.075
H 15.76789 -19.01313 12.83459  0.139
H 15.60153 -16.30055 14.17356  0.128
H 16.78432 -17.61718 14.52503  0.128
H 15.32507 -16.81035 16.66640  0.082
H 13.91309 -17.93635 16.85652  0.087
H 13.91251 -16.38988 16.06593  0.078
H 14.37164 -16.62343 12.13209  0.073
H 14.38255 -17.92270 11.16328  0.069
O 9.29979 -19.75135 9.50111  -0.054
H 10.01322 -20.10406 8.96927  0.032
H 9.43699 -18.80412 9.48890  0.030
O 7.71160 -23.23223 12.11140  -0.053
H 8.19360 -23.19079 12.93735  0.022
H 8.20671 -22.66943 11.51611  0.019
O 5.70367 -18.90173 11.32811  -0.051
H 6.55305 -19.21302 11.01527  0.014
H 5.91387 -18.15874 11.89381  0.028

Summary:
largest force on an atom: 2.04 eV/A
E_LUMO: -0.0737 hartree

***

(3)
The following is a quantum chemistry calculation of a 10-piece molecular cluster, C8H36N16O10 overall in a non-equilibrium geometry, from the Open Molecules 2025 dataset.

Each line ends with the Löwdin charge.
Atoms and positions in Å:
O -3.33389 0.20041 16.51789  -0.051
H -3.44563 0.95614 15.94116  -0.019
H -2.85869 -0.43860 15.98678  0.015
O -2.00002 5.46430 15.20914  -0.044
H -1.52443 4.79711 14.71428  0.052
H -1.70661 5.34754 16.11275  0.024
C -5.30146 5.24875 14.32597  -0.814
O -6.45022 5.40894 14.06866  0.043
N -4.87268 4.39411 15.20486  0.165
N -4.31248 5.99689 13.83880  0.154
H -5.53552 3.89683 15.78232  0.126
H -3.86972 4.28865 15.25998  0.057
H -3.37707 5.77581 14.14903  0.036
H -4.53493 6.75833 13.21365  0.112
C 1.26542 1.73036 21.85920  -0.846
O 1.35412 1.22230 20.82479  0.072
N 2.12580 2.49467 22.51818  0.197
N 0.27286 1.44533 22.56223  0.188
H 2.03318 2.59623 23.51878  0.120
H 2.92009 2.77286 21.95977  0.116
H -0.10207 2.05655 23.27353  0.129
H -0.28502 0.86820 21.94920  0.142
C 2.80329 -0.04251 18.09641  -0.845
O 3.27675 -0.37002 17.02293  0.001
N 3.55028 0.58798 18.86370  0.192
N 1.55827 -0.06864 18.37427  0.178
H 4.54289 0.49664 18.70100  0.137
H 3.07807 1.00709 19.65204  0.085
H 0.78714 -0.32842 17.77596  0.101
H 1.39342 0.29687 19.30127  0.062
C 0.45483 0.48522 14.95992  -0.782
O 0.10680 -0.13432 15.94624  0.022
N 1.62386 0.90151 14.77794  0.203
N -0.32411 1.03958 14.04686  0.179
H 2.31552 0.60793 15.45286  0.096
H 1.90633 1.17959 13.84897  0.128
H 0.01694 1.76392 13.43115  0.120
H -1.32086 0.91837 14.15594  0.058
C -0.25646 3.34479 17.47581  -0.750
O -0.42753 4.52506 17.58810  0.042
N 0.71346 2.67503 18.08503  0.194
N -1.04927 2.45910 16.87345  0.192
H 1.11765 3.27670 18.78839  0.092
H 0.94361 1.71136 17.88891  0.062
H -0.66444 1.57046 16.58651  0.060
H -1.97533 2.80419 16.66505  0.096
C -2.52990 4.81195 20.65236  -0.796
O -3.06904 5.76867 21.19417  0.030
N -1.75627 3.97090 21.24907  0.162
N -2.60572 4.45869 19.41568  0.174
H -1.60152 4.14514 22.23182  0.112
H -1.29428 3.19594 20.79511  0.101
H -2.06592 3.82428 18.84450  0.076
H -2.94192 5.24846 18.88339  0.121
C 2.87550 5.94916 19.28697  -0.739
O 1.83763 5.55377 19.79333  0.037
N 3.08988 7.17815 18.91897  0.148
N 4.04031 5.31833 19.07009  0.141
H 2.30513 7.81186 18.86734  0.126
H 3.98995 7.48249 18.57640  0.109
H 4.12238 4.33183 19.27056  0.099
H 4.70183 5.70519 18.41220  0.101
C -3.31516 1.66495 13.13879  -0.755
O -3.13163 2.15947 14.28364  -0.022
N -3.17413 0.41263 12.85918  0.161
N -3.44582 2.29247 12.04648  0.204
H -2.71262 0.00377 12.05921  0.136
H -3.27316 -0.09963 13.72398  0.113
H -3.47236 3.29921 12.12306  0.132
H -3.68495 1.76070 11.22177  0.134

Summary:
largest force on an atom: 8.12 eV/A
SMILES: NC(N)=O.NC(N)=O.NC(N)=O.NC(N)=O.NC(N)=O.NC(N)=O.NC(N)=O.NC(N)=O.O.O
E_LUMO: 0.0005 hartree

***

(4)
The following is a quantum chemistry calculation of C8H3F3NO4Pd as an isolated structure, from the Open Molecules 2025 dataset.

Each line ends with the Löwdin charge.
Atoms and positions in Å:
Pd 0.06695 0.37860 -1.60007  1.034
O 2.80214 -2.12834 0.06186  0.036
C 1.91659 -1.35782 -0.27268  -0.596
O 1.69133 -0.89230 -1.45297  -0.132
C 0.92717 -0.86926 0.80051  -0.156
C 0.91934 -1.19199 2.14501  0.006
C -0.06749 -0.62905 2.94258  -0.049
C -1.00939 0.23400 2.39168  0.007
C -0.93474 0.50728 1.03976  -0.165
N 0.01108 -0.05033 0.31909  -0.005
C -1.85212 1.42655 0.22037  -0.594
O -2.77258 1.99279 0.78677  0.038
O -1.54921 1.50228 -1.03032  -0.132
H 1.66950 -1.86331 2.53932  0.117
H -0.09912 -0.86261 3.99984  0.103
H -1.79133 0.69560 2.97989  0.117
F 0.67163 1.85258 -3.92677  -0.002
C 0.02351 0.69935 -3.55514  -0.648
F -1.23239 0.83395 -4.08082  0.010
F 0.60914 -0.27797 -4.30792  0.012

Summary:
charge: -1
largest force on an atom: 0.57 eV/A
E_LUMO: 0.1048 hartree

***

Asked for electronic energy across the records above, the calculation gives -25191.260 -26688.946 -53200.210 -29660.824 eV in order.
Asked for Kohn-Sham gap across the records above, the calculation gives 10.575 3.959 9.055 8.967 eV in order.
Asked for energy above the lowest of the compared OMol25 structures with the same formula, charge and spin across the records above, the calculation gives 81.61 274.34 145.64 0.00 kcal per mole in order.